[1]
96
Properties=species:S:1:pos:R:3 method="wB97M-V/def2-TZVPD" gap_ev=1.8 multiplicity=1 total_energy_ha=-4599.45237 molar_mass_g_mol=728.88 homo_ev=-4.62
Ca -27.873 6.012 -23.086
Ca -22.392 2.510 -25.609
Ca -26.500 4.773 -27.402
P -25.373 3.385 -23.932
O -25.395 4.890 -24.461
O -25.395 2.784 -25.337
O -26.584 3.300 -23.011
O -23.982 3.032 -23.336
P -29.310 7.204 -26.551
O -29.135 5.799 -25.948
O -28.083 7.387 -27.422
O -29.272 7.777 -25.089
O -30.706 7.358 -27.117
C -24.468 -2.625 -27.519
C -25.306 -2.239 -26.309
C -24.303 -1.837 -25.253
O -23.438 -1.077 -26.215
C -23.268 -1.725 -27.459
H -24.975 -2.444 -28.467
H -24.138 -3.661 -27.595
H -26.089 -2.899 -25.938
H -25.947 -1.391 -26.548
H -23.820 -2.620 -24.667
H -24.580 -1.061 -24.539
H -22.411 -2.398 -27.493
H -23.295 -0.925 -28.199
C -23.364 0.533 -18.411
C -23.999 -0.073 -17.144
C -24.757 -1.299 -17.780
O -24.328 -1.444 -19.184
C -24.000 -0.106 -19.656
H -22.310 0.272 -18.504
H -23.295 1.615 -18.524
H -24.683 0.503 -16.522
H -23.105 -0.247 -16.544
H -25.809 -1.035 -17.676
H -24.627 -2.244 -17.253
H -24.905 0.363 -20.041
H -23.224 -0.146 -20.420
C -19.040 6.134 -23.154
C -19.458 7.245 -24.030
C -20.607 6.678 -24.962
O -20.684 5.319 -24.483
C -20.309 5.342 -23.083
H -18.842 6.513 -22.151
H -18.227 5.517 -23.536
H -18.722 7.582 -24.761
H -19.853 8.046 -23.407
H -20.410 6.663 -26.034
H -21.598 7.078 -24.748
H -20.082 4.358 -22.673
H -21.102 5.623 -22.391
C -26.181 9.727 -19.056
C -27.005 8.777 -19.971
N -26.253 7.664 -20.515
C -25.834 6.577 -19.592
C -27.079 5.962 -18.894
C -24.965 8.151 -21.135
C -25.304 9.178 -22.267
H -25.488 9.252 -18.361
H -26.879 10.399 -18.556
H -25.610 10.405 -19.690
H -27.807 8.287 -19.419
H -27.620 9.401 -20.619
H -25.399 5.815 -20.239
H -25.099 6.901 -18.856
H -27.465 6.686 -18.175
H -27.679 5.534 -19.696
H -26.567 5.210 -18.293
H -24.418 7.313 -21.566
H -24.382 8.532 -20.296
H -26.122 8.757 -22.853
H -24.481 9.406 -22.944
H -25.631 10.089 -21.766
C -26.303 5.241 -32.011
C -27.572 4.671 -31.405
N -27.486 3.543 -30.435
C -26.729 2.361 -30.899
C -27.501 1.415 -31.904
C -28.855 3.310 -29.987
C -29.125 2.186 -28.958
H -25.615 4.510 -32.437
H -25.740 5.802 -31.265
H -26.597 5.876 -32.846
H -28.157 5.440 -30.902
H -28.224 4.252 -32.171
H -25.744 2.613 -31.293
H -26.563 1.664 -30.078
H -28.469 1.015 -31.602
H -27.641 1.941 -32.848
H -26.975 0.464 -31.983
H -29.466 3.120 -30.869
H -29.246 4.230 -29.552
H -28.883 1.246 -29.455
H -30.191 2.179 -28.734
H -28.609 2.339 -28.010

[2]
39
Properties=species:S:1:pos:R:3 method="wB97M-V/def2-TZVPD" total_charge=-2 gap_ev=6.8 multiplicity=1 total_energy_ha=-4148.54904 molar_mass_g_mol=685.39 homo_ev=-2.83 relative_energy_ev=0.0000
Ir -0.007 0.135 0.239
O -2.235 0.818 -5.284
C -1.773 0.663 -4.006
C -2.133 1.546 -2.994
C -1.599 1.342 -1.737
N -0.688 0.380 -1.567
C -0.538 -0.620 -2.442
C -1.036 -0.482 -3.720
C -0.173 -1.936 -1.740
O 0.011 -2.936 -2.418
O -0.307 -1.861 -0.466
C -2.245 1.740 -0.403
O -3.142 2.565 -0.396
O -1.894 0.952 0.552
H -2.736 1.639 -5.326
H -2.881 2.317 -3.136
H -0.925 -1.276 -4.444
C -0.981 0.266 3.831
C 0.358 -0.161 3.371
N 0.745 -0.241 2.114
C 2.050 -0.638 2.092
C 2.482 -0.821 3.366
N 1.393 -0.529 4.156
C 3.772 -1.228 3.938
O 4.760 -1.392 3.081
O 3.895 -1.404 5.135
C 2.698 -0.733 0.762
O 3.870 -1.128 0.675
O 1.930 -0.451 -0.215
H -1.719 -0.023 3.084
H -0.977 1.357 3.884
H -1.226 -0.182 4.795
H 1.424 -0.520 5.161
H 4.481 -1.161 2.121
O 2.625 2.175 2.007
Se 1.253 2.964 1.615
O 0.217 2.989 2.872
O 0.513 2.076 0.335
O 1.497 4.419 0.951

[3]
70
Properties=species:S:1:pos:R:3 method="wB97M-V/def2-TZVPD" total_charge=-1 gap_ev=6.2 multiplicity=1 total_energy_ha=-3569.27932 molar_mass_g_mol=775.67 homo_ev=-5.21 relative_energy_ev=1.1735
Ce -0.865 -1.426 -0.793
Cl -1.595 3.124 -3.320
C -2.755 2.399 -2.243
C -4.014 2.961 -2.160
C -4.950 2.501 -1.260
Cl -6.509 3.154 -1.187
C -4.642 1.364 -0.444
C -5.529 0.778 0.459
C -5.136 -0.324 1.187
C -3.864 -0.876 0.999
N -3.000 -0.381 0.114
C -3.317 0.764 -0.546
C -2.325 1.291 -1.421
O -1.101 0.839 -1.367
H -4.344 3.748 -2.849
H -6.490 1.263 0.540
H -5.808 -0.755 1.906
H -3.561 -1.796 1.469
C 1.336 -1.646 -4.377
C 0.985 -0.229 -3.834
C 2.011 0.389 -2.942
C 2.636 1.574 -3.384
C 3.636 2.179 -2.658
C 4.120 1.512 -1.504
C 3.468 0.395 -0.951
C 3.892 -0.032 0.386
C 3.345 0.900 1.562
C 2.410 -0.209 -1.729
N 1.737 -1.354 -1.307
C 2.311 -2.330 -0.677
C 1.685 -3.103 0.288
C 2.259 -4.091 1.120
C 1.291 -4.456 2.060
C 0.120 -3.818 1.707
N 0.393 -2.891 0.701
H 0.581 -2.005 -5.055
H 1.459 -2.407 -3.608
H 2.280 -1.683 -4.902
H -0.080 -0.182 -3.412
H 0.868 0.484 -4.696
H 2.276 2.035 -4.280
H 4.046 3.187 -2.867
H 5.017 1.932 -1.015
H 4.985 0.060 0.492
H 3.646 -1.076 0.533
H 2.530 1.493 1.164
H 4.118 1.588 1.934
H 2.943 0.332 2.413
H 3.309 -2.634 -0.976
H 3.204 -4.584 0.935
H 1.508 -5.182 2.852
H -0.854 -3.867 2.102
O -2.674 -3.045 -0.833
S -2.004 -3.343 -2.252
O -2.655 -4.362 -2.949
O -0.522 -3.578 -1.910
O -2.011 -2.006 -2.937
C -0.020 -0.194 1.362
C -0.046 0.526 2.353
C -0.055 1.384 3.488
C 0.855 1.202 4.575
C 0.928 2.112 5.614
C 0.057 3.193 5.618
C -0.750 3.436 4.547
C -0.855 2.559 3.457
H 1.364 0.273 4.683
H 1.606 2.007 6.459
H 0.000 3.866 6.434
H -1.361 4.374 4.528
H -1.523 2.688 2.604

[4]
18
Properties=species:S:1:pos:R:3 method="wB97M-V/def2-TZVPD" total_charge=-2 gap_ev=5.7 smiles=NC[C@H](C[S-])NC[O-] multiplicity=1 total_energy_ha=-741.25764 molar_mass_g_mol=134.20 homo_ev=0.34 relative_energy_ev=0.5505
C -0.018 -0.031 -1.521
N -0.921 -1.049 -2.141
C -0.174 0.148 -0.014
C -1.186 1.214 0.499
S -2.923 0.627 0.263
N 1.173 0.388 0.543
C 1.757 -0.605 1.543
O 2.749 -0.089 2.242
H -0.232 0.905 -2.018
H 0.991 -0.390 -1.708
H -1.902 -0.840 -1.935
H -0.896 -1.896 -1.573
H -0.578 -0.776 0.434
H -1.189 2.157 -0.044
H -0.896 1.420 1.549
H 1.243 1.293 1.014
H 0.952 -1.082 2.126
H 2.050 -1.392 0.743

[5]
46
Properties=species:S:1:pos:R:3 method="wB97M-V/def2-TZVPD" total_charge=+1 gap_ev=8.4 multiplicity=1 total_energy_ha=-3839.65777 molar_mass_g_mol=393.37 homo_ev=-11.54 relative_energy_ev=1.0178
C -2.035 1.473 2.660
S -2.058 0.811 0.894
C -2.540 2.514 0.253
C -0.333 0.756 0.365
C 0.445 0.149 1.472
C 1.895 0.572 1.601
C 2.409 1.890 1.465
C 3.799 2.117 1.571
C 4.698 1.040 1.732
Br 6.569 1.246 1.958
C 4.171 -0.251 1.868
C 2.786 -0.466 1.865
O -0.042 -0.740 2.182
H -3.092 1.432 2.975
H -1.417 0.810 3.293
H -1.667 2.518 2.705
H -3.634 2.414 0.273
H -2.242 3.327 0.940
H -2.213 2.739 -0.777
H 0.001 1.887 0.245
H 1.705 2.713 1.287
H 4.207 3.127 1.571
H 4.833 -1.103 2.048
H 2.395 -1.478 2.054
C 0.139 1.488 -2.751
N -0.672 0.428 -2.158
C -2.102 0.346 -2.470
C -0.154 -0.362 -1.167
C -0.561 -1.801 -1.086
C -1.430 -2.430 -2.008
C -1.842 -3.747 -1.830
C -1.277 -4.555 -0.837
C -0.335 -3.957 0.028
C 0.018 -2.610 -0.079
H -0.550 2.264 -3.099
H 0.820 1.941 -2.016
H 0.708 1.109 -3.620
H -2.468 1.367 -2.596
H -2.260 -0.241 -3.393
H -2.638 -0.082 -1.615
H 0.949 -0.192 -1.037
H -1.721 -1.926 -2.924
H -2.592 -4.162 -2.499
H -1.610 -5.598 -0.721
H 0.135 -4.568 0.801
H 0.799 -2.211 0.578

[6]
15
Properties=species:S:1:pos:R:3 method="wB97M-V/def2-TZVPD" gap_ev="6.8 / 6.8" multiplicity=1 total_energy_ha=-1101.53136 molar_mass_g_mol=168.03 homo_ev="-9.57 / -9.57" relative_energy_ev=0.6345
C -0.326 0.637 -1.376
C -1.274 0.866 1.315
C -0.095 -1.671 0.296
O 3.163 -0.114 -0.411
O 0.868 -0.041 -1.446
O 1.302 1.234 0.736
O 1.079 -1.146 0.789
P -1.254 -0.203 -0.024
P 1.781 0.072 -0.001
H -0.190 1.720 -1.334
H -0.902 0.430 -2.233
H -1.822 0.819 2.278
H -1.483 1.801 1.004
H -0.067 -2.247 -0.650
H -0.779 -2.157 1.057

[7]
7
Properties=species:S:1:pos:R:3 method="wB97M-V/def2-TZVPD" gap_ev="6.9 / 6.8" multiplicity=1 total_energy_ha=-1273.60201 molar_mass_g_mol=425.71 homo_ev="-8.55 / -8.65" relative_energy_ev=2.5131
C -0.656 -0.225 -0.836
P 1.239 -0.272 1.126
I -2.495 0.472 0.089
I 0.013 1.068 -2.373
I -0.679 -2.322 -1.476
H 0.603 0.265 2.345
H 1.976 1.015 1.124

[8]
12
Properties=species:S:1:pos:R:3 method="wB97M-V/def2-TZVPD" gap_ev=10.9 smiles="C[C@H]1O[C@H]1C=O" multiplicity=1 total_energy_ha=-306.43570 molar_mass_g_mol=86.09 homo_ev=-10.12 relative_energy_ev=1.9211
C 0.962 -0.763 -0.885
C 0.496 0.614 -0.491
O -0.842 0.919 -0.887
C -0.557 0.871 0.497
C -1.144 -0.248 1.285
O -0.700 -0.551 2.363
H 1.811 -1.142 -0.304
H 0.126 -1.461 -0.799
H 1.255 -0.727 -1.938
H 1.201 1.424 -0.672
H -0.603 1.841 0.996
H -2.006 -0.776 0.835

Repeat the fourth record exactly.
18
Properties=species:S:1:pos:R:3 method="wB97M-V/def2-TZVPD" total_charge=-2 gap_ev=5.7 smiles=NC[C@H](C[S-])NC[O-] multiplicity=1 total_energy_ha=-741.25764 molar_mass_g_mol=134.20 homo_ev=0.34 relative_energy_ev=0.5505
C -0.018 -0.031 -1.521
N -0.921 -1.049 -2.141
C -0.174 0.148 -0.014
C -1.186 1.214 0.499
S -2.923 0.627 0.263
N 1.173 0.388 0.543
C 1.757 -0.605 1.543
O 2.749 -0.089 2.242
H -0.232 0.905 -2.018
H 0.991 -0.390 -1.708
H -1.902 -0.840 -1.935
H -0.896 -1.896 -1.573
H -0.578 -0.776 0.434
H -1.189 2.157 -0.044
H -0.896 1.420 1.549
H 1.243 1.293 1.014
H 0.952 -1.082 2.126
H 2.050 -1.392 0.743